71
Properties=species:S:1:pos:R:3:mulliken_charge:R:1 method="wB97M-V/def2-TZVPD" e_tot_ha=-2840.8097 lumo_energy_ev=2.13 orbital_gap_ev=5.874 charge=-1 fmax_ha_per_bohr=0.0131 e_above_lowest_kj_mol=163.68
Tl -0.18667 0.07049 -0.34987 1.14
C -1.15524 -1.21115 4.56562 -1.12
Si -0.94947 0.21199 3.30924 0.09
C -2.45433 0.05820 2.15536 -0.74
C -1.27242 1.81882 4.29448 -1.01
N 0.45019 0.21545 2.37578 0.23
C 1.72989 0.33267 2.77978 0.28
C 2.15725 0.39376 4.13119 -0.11
C 3.48611 0.48621 4.50145 -0.93
C 4.48781 0.53120 3.54217 -0.65
C 4.11940 0.49791 2.20096 -0.46
C 2.79272 0.39869 1.83378 -0.12
O 2.41835 0.47303 0.49018 -0.35
C 3.17391 -0.10218 -0.48437 -0.02
C 3.22551 0.56222 -1.70743 -0.08
C 3.88920 -0.00974 -2.77971 -0.55
C 4.50702 -1.24578 -2.64220 -0.55
C 4.44309 -1.90989 -1.42394 -0.58
C 3.78056 -1.34753 -0.34501 0.05
H -2.11233 -1.16445 5.09231 0.32
H -0.36013 -1.20563 5.31623 0.31
H -1.10621 -2.16947 4.04128 0.30
H -3.38342 -0.06307 2.72052 0.41
H -2.36189 -0.80606 1.49155 0.26
H -2.55432 0.95760 1.53923 -0.18
H -2.25380 1.82057 4.77738 0.34
H -1.22505 2.67613 3.61619 0.17
H -0.51647 1.97326 5.06937 0.35
H 1.38752 0.36089 4.89538 0.20
H 3.74936 0.52781 5.55320 0.36
H 5.53142 0.60846 3.81891 0.35
H 4.87898 0.55653 1.43056 0.42
H 2.72610 1.51990 -1.78952 0.40
H 3.91886 0.50810 -3.72995 0.36
H 5.02713 -1.69125 -3.48090 0.37
H 4.89702 -2.88761 -1.31847 0.33
H 3.70940 -1.86718 0.60127 0.50
N -2.26193 -3.01962 -4.20878 -0.29
C -0.93553 -3.20409 -3.49304 0.72
C -0.22274 -4.45388 -3.96204 -1.75
P -0.01376 -1.64486 -4.06195 0.57
O 1.52476 -2.13868 -4.14827 -0.54
O -0.57571 -1.52628 -5.45253 -0.93
O -0.12118 -0.50916 -3.10965 -0.36
P -1.37900 -3.13684 -1.70107 0.82
O -1.94894 -4.68063 -1.53388 -0.62
O -0.21622 -2.97516 -0.79552 -0.72
O -2.56659 -2.21285 -1.68431 -0.92
H -1.99649 -2.44428 -5.06134 0.43
H -2.81404 -2.44995 -3.51338 0.32
H -2.73591 -3.89522 -4.40361 0.30
H 0.14543 -4.32527 -4.98158 0.46
H -0.88379 -5.32262 -3.90883 0.43
H 0.63217 -4.63475 -3.31259 0.32
H 1.98046 -1.87041 -3.33194 0.32
H -1.57062 -5.03181 -0.71359 0.31
C -4.30062 4.93261 -0.21872 -0.98
N -3.09834 4.19755 0.09291 0.09
C -1.87991 4.90102 0.44374 -0.50
C -0.79231 3.86040 0.07497 0.28
O 0.39011 4.02319 0.22859 -0.63
N -1.43564 2.76349 -0.45013 -0.09
C -2.71746 3.01356 -0.46736 0.31
N -3.60232 2.14911 -1.00698 -0.39
H -4.52968 5.60757 0.60490 0.33
H -5.14648 4.26100 -0.35408 0.30
H -4.18222 5.52592 -1.13346 0.34
H -1.84156 5.15376 1.50439 0.31
H -1.74986 5.81272 -0.14606 0.31
H -3.20409 1.24584 -1.22807 0.18
H -4.54504 2.14970 -0.65873 0.21